[1]
{"formula": "C6H11N2", "method": "wB97M-V/def2-TZVPD", "elements": ["C", "C", "C", "C", "C", "C", "N", "N", "H", "H", "H", "H", "H", "H", "H", "H", "H", "H", "H"], "coordinates": [[0.044851, -0.909635, 1.241952], [-0.392438, 0.406009, 0.557812], [-1.312189, 1.250658, -1.793590], [1.089592, 1.518729, -0.852449], [0.801243, -3.280209, 3.740101], [-0.127179, 0.618660, -0.877269], [0.383641, -2.372364, 3.060292], [0.148647, -1.336990, 2.529142], [0.240570, -1.656629, 0.465465], [-1.239376, 0.791194, -2.858888], [-1.290232, 2.309290, -1.731707], [-2.269484, 0.954869, -1.298842], [1.018023, 2.608664, -0.515420], [1.607309, 1.501926, -1.813330], [1.685356, 0.945561, -0.063301], [-0.617695, 1.188189, 1.284635], [1.823661, -3.428060, 3.931115], [0.203795, -4.036634, 4.163713], [0.086285, -0.476576, -1.225517]], "forces_ev_per_angstrom": [[-1.1508, 1.6643, -3.9066], [1.6455, -3.7889, 4.5065], [0.0224, -2.9828, 0.7032], [1.9548, -0.2389, 1.7021], [0.8689, -2.1009, 1.3378], [-2.1569, -1.2718, -1.4049], [-1.0591, 2.3545, -2.5190], [-0.7595, 2.6017, 0.2145], [0.1298, -0.0863, 0.3315], [-0.1508, 1.1296, 1.9505], [0.3193, 0.9437, -0.3905], [0.4992, 0.0325, -0.8501], [-0.5725, -1.6360, -0.3989], [-0.0188, -0.1104, 0.1218], [0.4461, 1.3839, -1.2381], [-0.3489, 0.2303, -0.4544], [1.5664, 0.3295, 0.0685], [-1.3026, -0.6455, 0.2449], [0.0675, 2.1916, -0.0188]], "de_lowest_kcal_mol": 143.1, "total_charge": 1, "energy_ev": -9368.528, "largest_force_ev_per_a": 6.11, "orbital_gap_ev": [8.081, 8.082], "smiles": "C=[N+]=N/C=C/C(C)C"}

[2]
{"formula": "C6H11N2", "method": "wB97M-V/def2-TZVPD", "elements": ["C", "C", "C", "C", "C", "C", "N", "N", "H", "H", "H", "H", "H", "H", "H", "H", "H", "H", "H"], "coordinates": [[0.596346, 1.010965, -0.352776], [1.328041, 2.048165, -0.706160], [-0.423949, -1.066211, -1.146357], [-0.117323, -0.463219, 1.496379], [1.115130, -0.726646, 0.616543], [-0.750219, 0.349873, -0.662408], [0.745111, -1.466130, -0.466113], [-1.262524, 0.089763, 0.735783], [1.143523, 2.828436, -1.525009], [2.211732, 2.371830, -0.276201], [-1.240018, -1.664533, -0.842603], [-0.319642, -1.059213, -2.145095], [-0.380615, -1.309461, 2.103647], [0.243959, 0.315929, 2.326457], [2.056839, -0.923936, 1.126277], [-1.358176, 1.064565, -1.296198], [1.452677, -2.124034, -0.941100], [-2.171731, -0.590567, 0.735586], [-1.668771, 0.937916, 1.082241]], "forces_ev_per_angstrom": [[1.1449, -2.0840, 1.3639], [-2.0297, 1.1440, -2.2565], [-0.7589, 1.2160, 2.3182], [2.7186, 1.5581, 3.9996], [-3.0138, 3.8062, -1.2060], [1.9474, 1.7684, -0.7581], [3.4283, -3.8172, -1.1541], [-3.3342, -1.7899, -0.8886], [-0.7146, -1.3115, 0.9606], [1.8896, -0.3353, 1.2457], [-1.2323, -1.0474, -0.1427], [0.3860, -0.2580, -3.6039], [-0.7647, -0.6502, -0.1490], [-1.0066, -1.4094, -1.9450], [-0.1990, 0.3362, -0.2921], [0.0937, -1.4007, 0.8730], [-1.7124, 1.8447, 0.9918], [2.8808, 1.6149, -0.1662], [0.2769, 0.8150, 0.8093]], "de_lowest_kcal_mol": 113.8, "total_charge": 1, "energy_ev": -9369.798, "largest_force_ev_per_a": 5.26, "orbital_gap_ev": 8.427}

[3]
{"formula": "C6H11N2O", "method": "wB97M-V/def2-TZVPD", "elements": ["C", "C", "C", "C", "C", "C", "N", "N", "O", "H", "H", "H", "H", "H", "H", "H", "H", "H", "H", "H"], "coordinates": [[0.335790, 0.874965, -0.086922], [-2.019720, 1.752584, 0.286086], [-2.783533, 0.976848, 1.411999], [1.234003, -1.710385, -1.194218], [1.658933, 0.510722, -0.249048], [1.751893, -1.025809, 0.042804], [-0.688957, 1.336732, 0.220652], [-2.810572, -0.467294, 1.344936], [-2.269143, -1.060031, 0.452220], [-2.323425, 1.660835, -0.677675], [-1.964373, 2.763758, 0.397482], [-2.345382, 1.054687, 2.455342], [-3.729151, 1.378385, 1.205116], [0.129150, -1.620788, -1.182638], [1.405782, -2.719602, -1.041598], [1.755570, -1.400044, -2.180890], [2.369254, 1.135750, 0.512051], [2.172693, 0.643027, -1.181305], [1.251434, -1.349202, 0.976631], [2.818656, -1.434859, 0.328427]], "forces_ev_per_angstrom": [[-3.5746, 2.9256, 1.0368], [0.8438, -2.3511, 2.7448], [2.6306, 0.6850, -0.8262], [-0.3789, 1.0959, -0.8170], [4.4972, -0.7119, 3.0089], [2.2405, -0.8343, 0.9843], [4.2308, -2.1151, -1.2897], [-0.6706, -1.9156, -0.1351], [0.0098, 1.2143, 0.1329], [-1.8449, -0.9604, -2.7735], [-0.2673, 2.9622, 1.1246], [-0.8195, 0.9163, -1.1385], [-2.0074, 0.0863, 1.0493], [0.4695, 0.2073, -0.7238], [0.3321, -2.2235, -0.1363], [-1.0863, -0.3181, 1.6967], [-2.0448, -1.1910, -1.4442], [-0.5498, 0.5054, -0.8346], [-0.4474, 0.4858, -0.6454], [-1.5626, 1.5367, -1.0140]], "de_lowest_kcal_mol": 135.2, "total_charge": 1, "energy_ev": -11416.304, "largest_force_ev_per_a": 5.46, "orbital_gap_ev": 9.087, "smiles": "CCCC#[N+]CCN=O"}

[4]
{"formula": "C6H11N2O2", "method": "wB97M-V/def2-TZVPD", "elements": ["C", "C", "C", "C", "C", "C", "N", "N", "O", "O", "H", "H", "H", "H", "H", "H", "H", "H", "H", "H", "H"], "coordinates": [[-0.109971, 1.117754, 0.833806], [0.893918, 0.217639, 0.759005], [-0.002483, 2.357602, 1.758412], [3.264389, -0.268337, -0.248396], [-3.255475, -1.624173, -1.650837], [1.936145, -0.683852, 0.478987], [-1.360179, 1.115339, 0.367199], [-1.107303, -0.767307, -1.012697], [-1.725500, 0.253790, -0.537929], [-1.871218, -1.632109, -1.643186], [-0.160836, 2.041165, 2.765093], [0.956175, 2.911429, 1.713548], [-0.677775, 3.055938, 1.465651], [2.895086, 0.047038, -1.200842], [3.894200, -1.154618, -0.353322], [3.813747, 0.437587, 0.422983], [-3.648156, -0.972401, -0.839443], [-3.521833, -2.689618, -1.576297], [-3.699073, -1.214140, -2.633749], [2.299717, -1.367321, 1.306771], [1.186423, -1.181405, -0.174756]], "forces_ev_per_angstrom": [[1.9352, -0.5298, 0.5956], [-0.9403, 1.0580, -0.0143], [3.4206, -1.6447, 0.3559], [-1.0350, -0.2806, 1.0790], [-3.0809, 1.1213, -0.6894], [2.0223, 0.0862, 1.7491], [0.0128, 1.4717, 0.1563], [0.9788, 0.4645, 1.1265], [-2.5108, -2.8124, -2.1146], [2.5054, 0.7038, -0.1396], [-0.2057, -0.1234, 0.6997], [-0.1620, -0.8060, -0.0593], [-2.4560, 1.6130, -0.9886], [0.8062, 0.9245, -0.7243], [-0.2361, 0.0708, -0.0840], [-0.5856, -0.2041, -1.0632], [0.0933, -0.8169, -0.3857], [-0.1134, 0.5700, 0.1833], [1.0307, -0.5491, 1.3564], [-1.4518, 0.4585, -0.6010], [-0.0276, -0.7750, -0.4376]], "de_lowest_kcal_mol": 267.8, "total_charge": 1, "energy_ev": -13458.519, "largest_force_ev_per_a": 4.32, "orbital_gap_ev": [7.344, 7.317]}

[5]
{"formula": "C6H11N2O4P", "method": "wB97M-V/def2-TZVPD", "elements": ["C", "C", "C", "C", "C", "C", "N", "N", "O", "O", "O", "O", "P", "H", "H", "H", "H", "H", "H", "H", "H", "H", "H", "H"], "coordinates": [[1.511489, 0.462333, -0.637558], [2.621418, -0.348672, -0.388334], [0.511419, -0.039112, 0.203517], [4.037158, -0.380177, -0.878042], [-2.517466, -1.764335, 0.216972], [-2.624620, 2.918163, 0.571192], [2.187259, -1.264746, 0.519872], [0.877524, -1.084993, 0.893828], [-0.718838, 0.423333, 0.465672], [-2.602944, -0.629789, -0.745686], [-1.523459, -2.574109, -0.085378], [-2.874927, 1.659521, 0.042591], [-1.801835, 0.734781, -0.791342], [4.691624, -0.950870, -0.155956], [4.482481, 0.538609, -1.067447], [4.025299, -0.856432, -1.862355], [-2.412269, -1.290189, 1.211692], [-3.483687, -2.023820, 0.120247], [1.560437, 1.436787, -1.128524], [-3.658063, 3.322923, 0.670008], [-1.839093, 3.436678, -0.053290], [-2.298035, 3.007996, 1.624800], [2.615025, -2.223096, 0.805198], [-0.765891, -2.510781, 0.448320]], "forces_ev_per_angstrom": [[1.4733, 0.7630, -0.0074], [-0.6963, -0.1513, 0.5614], [-0.2581, 0.0075, 0.3447], [-0.4987, -2.3246, 0.4010], [1.9376, 4.5346, 1.6207], [-0.1807, 1.4137, 0.2584], [0.5185, -2.4156, 0.8560], [1.1365, -0.7880, -0.4047], [-0.6769, 0.8662, -0.1939], [0.1162, -0.3541, -0.5884], [-1.0875, -2.3222, -2.1415], [0.4463, -1.7942, 0.2717], [0.0191, 0.3121, 0.5220], [-0.7128, 0.5107, -0.8978], [0.5093, 1.9720, 0.0759], [0.2435, -0.3736, 0.1586], [0.1244, -0.2916, -0.2870], [-2.9931, -2.4307, -0.4296], [-0.2865, -0.6066, -0.0155], [0.9500, 0.7319, -0.7890], [-1.2602, 0.1454, 0.5054], [0.4167, -0.9848, -0.3447], [-0.8186, 2.7843, -0.8390], [1.5778, 0.7960, 1.3627]], "de_lowest_kcal_mol": 21.7, "total_charge": 0, "energy_ev": -26858.923, "largest_force_ev_per_a": 5.19, "orbital_gap_ev": 9.724, "smiles": "COP(OCO)Oc1cc(C)[nH]n1"}

Please write out number 2 again, unchanged.
{"formula": "C6H11N2", "method": "wB97M-V/def2-TZVPD", "elements": ["C", "C", "C", "C", "C", "C", "N", "N", "H", "H", "H", "H", "H", "H", "H", "H", "H", "H", "H"], "coordinates": [[0.596346, 1.010965, -0.352776], [1.328041, 2.048165, -0.706160], [-0.423949, -1.066211, -1.146357], [-0.117323, -0.463219, 1.496379], [1.115130, -0.726646, 0.616543], [-0.750219, 0.349873, -0.662408], [0.745111, -1.466130, -0.466113], [-1.262524, 0.089763, 0.735783], [1.143523, 2.828436, -1.525009], [2.211732, 2.371830, -0.276201], [-1.240018, -1.664533, -0.842603], [-0.319642, -1.059213, -2.145095], [-0.380615, -1.309461, 2.103647], [0.243959, 0.315929, 2.326457], [2.056839, -0.923936, 1.126277], [-1.358176, 1.064565, -1.296198], [1.452677, -2.124034, -0.941100], [-2.171731, -0.590567, 0.735586], [-1.668771, 0.937916, 1.082241]], "forces_ev_per_angstrom": [[1.1449, -2.0840, 1.3639], [-2.0297, 1.1440, -2.2565], [-0.7589, 1.2160, 2.3182], [2.7186, 1.5581, 3.9996], [-3.0138, 3.8062, -1.2060], [1.9474, 1.7684, -0.7581], [3.4283, -3.8172, -1.1541], [-3.3342, -1.7899, -0.8886], [-0.7146, -1.3115, 0.9606], [1.8896, -0.3353, 1.2457], [-1.2323, -1.0474, -0.1427], [0.3860, -0.2580, -3.6039], [-0.7647, -0.6502, -0.1490], [-1.0066, -1.4094, -1.9450], [-0.1990, 0.3362, -0.2921], [0.0937, -1.4007, 0.8730], [-1.7124, 1.8447, 0.9918], [2.8808, 1.6149, -0.1662], [0.2769, 0.8150, 0.8093]], "de_lowest_kcal_mol": 113.8, "total_charge": 1, "energy_ev": -9369.798, "largest_force_ev_per_a": 5.26, "orbital_gap_ev": 8.427}